Record 1
The following is a quantum chemistry calculation of a 2-piece molecular cluster, C4H12N2S overall in a non-equilibrium geometry, from the OMol25 dataset.

Results
ΔE to the lowest compared entry with this formula, charge and spin (kcal per mole): 80.4
Highest occupied orbital energy (alpha / beta) (eV): -13.84 / -13.49
Total charge: +1
⟨S²⟩: 1.73
Spin multiplicity: 2
Largest force on an atom (eV Å⁻¹): 2.318
Gap between HOMO and LUMO (alpha / beta) (Eh): 0.239 / 0.263

Structure (XYZ):
```
19
Properties=species:S:1:pos:R:3:forces:R:3:lowdin_spin:R:1
C 0.773 0.732 0.215 -0.152 -0.331 1.269 -0.078
N -0.392 0.012 -0.150 0.892 0.027 -2.140 -0.626
C -1.325 0.537 -1.139 -0.214 0.393 0.389 -0.075
C -2.669 -0.177 -1.046 0.367 0.413 0.577 -0.012
S 3.499 -0.151 -1.527 0.233 -0.062 -0.133 1.901
C 1.348 0.170 1.534 -0.311 -0.090 0.437 -0.029
N 1.354 -1.280 1.501 0.357 -0.382 -0.762 -0.001
H 1.585 0.497 -0.525 -0.502 0.239 -0.175 -0.020
H 0.534 1.785 0.324 0.230 0.150 -0.327 -0.002
H -0.189 -0.978 -0.319 -0.375 -0.200 0.920 -0.013
H -0.780 0.444 -2.093 -0.216 -0.301 -0.078 -0.040
H -1.436 1.611 -0.986 0.012 -0.022 0.129 -0.004
H -3.064 0.101 -0.068 -0.285 -0.112 -0.073 0.000
H -3.366 0.163 -1.803 0.065 -0.059 -0.171 0.000
H -2.559 -1.253 -1.053 -0.034 -0.261 -0.268 0.000
H 2.326 0.628 1.705 -0.094 0.146 0.015 0.003
H 0.645 0.464 2.315 0.283 0.188 0.171 -0.002
H 1.731 -1.698 2.344 -0.260 0.227 0.203 -0.001
H 1.984 -1.607 0.770 0.006 0.039 0.017 0.001
```
Forces are in eV/Å.

---

Record 2
The following is a quantum chemistry calculation of a 2-piece molecular cluster, C4H12N2S2 overall in a non-equilibrium geometry, from the OMol25 dataset.

Results
ΔE to the lowest compared entry with this formula, charge and spin (kcal per mole): 125.9
Highest occupied orbital energy (eV): -8.10
Spin multiplicity: 1
Largest force on an atom (eV Å⁻¹): 2.336
Gap between HOMO and LUMO (Eh): 0.143

Structure (XYZ):
```
20
Properties=species:S:1:pos:R:3:forces:R:3:mulliken_charge:R:1
S -0.019 3.201 2.031 0.364 -0.267 -0.316 -0.355
S 1.836 -0.944 0.890 0.215 0.792 0.502 -0.107
C 1.381 0.648 0.369 -0.876 -1.339 -0.132 -0.369
C -0.139 0.752 0.051 0.006 1.132 -2.044 0.036
C -0.509 -0.422 -0.874 0.073 -0.636 -0.252 -0.816
N -0.836 -1.580 -0.034 0.532 0.547 -0.656 -0.332
C -0.604 -2.913 -0.624 0.312 0.327 1.400 -0.890
N -0.165 1.968 -0.804 -0.323 0.152 0.006 -0.679
H 0.297 3.128 3.319 0.202 -0.035 0.347 0.109
H 1.534 1.433 1.153 -0.364 0.730 1.116 0.174
H 1.907 1.014 -0.517 0.038 -0.271 0.046 0.415
H -0.945 0.860 0.817 1.410 -0.511 0.266 0.323
H -1.308 -0.153 -1.576 -0.326 0.044 0.535 0.452
H 0.304 -0.713 -1.562 0.124 0.492 0.181 0.310
H -0.257 -1.459 0.806 -0.506 -0.466 0.230 0.217
H 0.460 -3.066 -0.817 -0.070 -0.110 -0.498 0.329
H -0.860 -3.586 0.199 -0.140 -0.336 -0.432 0.336
H -1.215 -3.118 -1.498 -0.047 0.199 0.015 0.318
H 0.303 2.825 -0.424 -0.815 -1.283 -0.095 0.250
H -1.164 2.124 -0.905 0.192 0.839 -0.220 0.277
```
Forces are in eV/Å.

---

Record 3
The following is a quantum chemistry calculation of one molecule with the formula C4H12N3 in a non-equilibrium geometry, from the OMol25 dataset.

Results
ΔE to the lowest compared entry with this formula, charge and spin (kcal per mole): 34.0
Highest occupied orbital energy (alpha / beta) (eV): -4.03 / -7.59
⟨S²⟩: 0.75
Spin multiplicity: 2
Largest force on an atom (eV Å⁻¹): 3.780
Gap between HOMO and LUMO (alpha / beta) (Eh): 0.180 / 0.309

Structure (XYZ):
```
19
Properties=species:S:1:pos:R:3:forces:R:3:lowdin_spin:R:1
C -2.007 0.123 -0.031 -1.710 -1.513 -1.084 0.002
C -1.008 -0.726 -0.830 1.802 1.957 0.789 0.004
C 0.167 -1.081 0.129 -0.860 -0.911 0.674 0.029
N 2.799 0.169 -0.744 -0.580 0.222 -0.452 0.202
C 2.139 0.364 0.468 1.331 0.286 0.533 0.509
N 0.844 0.087 0.671 -3.418 1.225 -0.143 0.139
N -1.448 1.269 0.678 -0.876 0.372 0.920 0.021
H -2.815 0.367 -0.731 0.176 0.676 0.145 0.000
H -2.537 -0.545 0.654 0.250 0.066 0.353 0.000
H -1.467 -1.546 -1.376 -0.102 -0.113 0.278 0.000
H -0.551 -0.015 -1.535 -0.179 -0.337 -0.381 0.002
H -0.313 -1.526 1.020 0.014 -0.517 -0.284 0.006
H 0.802 -1.867 -0.291 0.296 0.292 -0.018 0.003
H 3.778 0.327 -0.765 0.462 -0.166 -0.190 0.003
H 2.367 -0.345 -1.493 0.193 -0.013 0.118 0.009
H 2.752 0.762 1.272 -0.087 -0.008 -0.151 0.043
H -1.544 1.124 1.684 -0.217 0.218 -0.295 0.001
H -0.091 0.891 0.758 3.421 -1.483 -0.621 0.024
H -1.867 2.168 0.460 0.084 -0.252 -0.192 0.003
```
Forces are in eV/Å.

---

Record 4
The following is a quantum chemistry calculation of a 2-piece molecular cluster, C4H12N3 overall, from the OMol25 dataset.

Results
ΔE to the lowest compared entry with this formula, charge and spin (kcal per mole): 36.0
Highest occupied orbital energy (eV): -13.72
Total charge: +1
Spin multiplicity: 1
Largest force on an atom (eV Å⁻¹): 0.736
Gap between HOMO and LUMO (Eh): 0.405

Structure (XYZ):
```
19
Properties=species:S:1:pos:R:3:forces:R:3:mulliken_charge:R:1
C -1.933 -1.316 -0.967 0.062 0.335 0.506 -1.245
N -2.395 0.258 1.310 -0.006 -0.462 -0.362 -0.386
C -1.202 0.198 0.686 -0.196 0.262 0.556 0.151
N -0.896 -0.493 -0.344 0.327 0.201 -0.560 -0.391
H -1.544 -1.764 -1.871 -0.035 -0.157 -0.056 0.342
H -2.799 -0.698 -1.212 -0.016 -0.041 -0.193 0.390
H -2.260 -2.081 -0.258 0.015 -0.198 -0.196 0.369
H -3.150 -0.340 1.002 0.116 0.083 0.136 0.232
H -2.409 0.521 2.278 -0.105 0.300 0.065 0.250
H -0.450 0.855 1.117 0.084 -0.168 0.032 0.325
C 2.243 0.473 0.358 -0.208 0.142 0.349 -0.179
C 2.671 1.711 0.210 -0.119 -0.285 -0.668 -0.651
N 1.667 -0.274 -0.758 0.679 0.037 -0.191 -0.369
H 2.223 -0.051 1.303 0.079 -0.103 -0.040 0.416
H 3.109 2.281 1.009 -0.050 0.038 0.188 0.287
H 2.608 2.162 -0.778 0.158 0.172 0.182 0.215
H 0.487 -0.348 -0.721 -0.466 -0.063 0.296 0.542
H 2.021 0.142 -1.623 -0.312 -0.119 -0.019 0.340
H 2.007 -1.236 -0.739 -0.009 0.026 -0.024 0.363
```
Forces are in eV/Å.

---

Record 5
The following is a quantum chemistry calculation of a 2-piece molecular cluster, C4H12N3 overall in a non-equilibrium geometry, from the OMol25 dataset.

Results
ΔE to the lowest compared entry with this formula, charge and spin (kcal per mole): 62.2
Highest occupied orbital energy (eV): -14.16
Total charge: +1
Spin multiplicity: 1
Largest force on an atom (eV Å⁻¹): 4.812
Gap between HOMO and LUMO (Eh): 0.386

Structure (XYZ):
```
19
Properties=species:S:1:pos:R:3:forces:R:3:mulliken_charge:R:1
C -0.647 -1.862 -1.084 -1.569 -0.565 2.427 -0.209
C -0.289 1.476 -1.172 -0.433 2.178 -0.222 -1.244
C 1.970 -0.549 0.949 2.346 -3.197 1.147 -0.885
C 0.299 0.298 -0.563 0.356 -0.936 0.556 0.748
N 0.083 -0.855 -1.155 0.635 -0.468 -0.070 -0.321
N -1.753 0.180 1.191 0.517 -0.168 -0.268 -0.594
N 1.202 0.469 0.405 -3.756 -1.692 -2.489 -0.083
H -0.471 -2.792 -1.609 0.124 0.315 -0.734 0.322
H -1.468 -1.916 -0.276 1.150 0.244 -1.182 0.233
H -1.343 1.289 -1.454 0.483 0.282 0.424 0.381
H -0.147 2.390 -0.495 -0.498 -1.222 -1.069 0.414
H 0.222 1.676 -2.121 0.017 0.049 0.133 0.397
H 3.007 -0.213 0.742 -0.248 -0.673 0.623 0.356
H 1.827 -0.676 2.112 0.131 0.037 -2.456 0.277
H 1.848 -1.579 0.327 0.067 2.498 1.821 0.281
H -1.927 0.143 2.181 -0.381 -0.293 0.234 0.217
H -2.610 0.082 0.653 0.086 0.499 0.394 0.244
H -1.280 1.065 1.045 -0.659 0.017 -0.117 0.226
H 1.478 1.374 0.323 1.632 3.095 0.847 0.241
```
Forces are in eV/Å.

---

Record 6
The following is a quantum chemistry calculation of C4H12N3 as an isolated structure in a non-equilibrium geometry, from the OMol25 dataset.

Results
ΔE to the lowest compared entry with this formula, charge and spin (kcal per mole): 62.9
Highest occupied orbital energy (eV): -11.73
Total charge: +1
Spin multiplicity: 1
Largest force on an atom (eV Å⁻¹): 4.475
Gap between HOMO and LUMO (Eh): 0.316

Structure (XYZ):
```
19
Properties=species:S:1:pos:R:3:forces:R:3:mulliken_charge:R:1
C 0.377 -1.062 -1.423 -0.531 0.518 -1.578 -0.511
C -0.765 -0.018 -1.281 0.944 -0.427 -0.293 -0.881
C -0.486 0.568 0.033 -0.597 1.270 1.625 0.120
C 0.352 1.605 0.248 -0.341 -1.148 -0.343 -0.245
N 1.162 1.765 1.342 -0.432 0.544 0.058 -0.417
N -0.992 -0.348 1.038 -0.912 0.970 1.854 -0.482
N 0.246 -1.880 -0.204 1.774 -3.662 -1.862 -0.204
H 1.310 -0.521 -1.556 0.264 -0.391 0.631 0.350
H 0.214 -1.657 -2.327 0.159 -0.237 0.263 0.341
H -0.651 0.780 -2.012 -0.482 -0.457 -0.533 0.347
H -1.663 -0.649 -1.294 -0.429 0.949 -0.383 0.317
H 0.474 2.331 -0.555 0.218 -0.176 -0.009 0.334
H 1.488 1.017 1.927 -0.309 0.076 0.006 0.180
H 1.272 2.702 1.669 0.394 0.178 0.357 0.220
H -2.002 -0.437 1.039 -0.095 0.335 -0.259 0.257
H -0.721 -0.282 2.011 0.252 0.732 0.011 0.250
H -0.429 -2.632 -0.324 0.130 -0.398 -0.679 0.395
H 1.007 -2.319 0.299 0.828 0.179 -0.619 0.342
H -0.309 -1.349 0.480 -0.836 1.145 1.755 0.288
```
Forces are in eV/Å.